38
Properties=species:S:1:pos:R:3 method="wB97M-V/def2-TZVPD" e_tot_ev=-50124.2885 homo_lumo_gap_ev="3.642 / 3.706"
C -0.74 3.91 1.29
C -2.12 3.51 1.48
C -2.52 2.72 0.34
H -2.72 3.77 2.34
C -1.46 2.80 -0.63
C -0.35 3.46 -0.02
H 0.55 3.77 -0.54
H -0.19 4.59 1.94
H -3.51 2.34 0.14
H -1.53 2.51 -1.68
Zr -0.72 1.55 1.39
Cl -0.53 1.70 3.74
C -2.44 -2.57 -0.87
C -2.57 -1.66 -1.96
C -3.57 -0.70 -1.61
H -2.03 -1.73 -2.91
C -3.95 -0.95 -0.25
C -3.30 -2.14 0.18
H -3.39 -2.61 1.16
H -1.84 -3.47 -0.86
H -3.94 0.10 -2.25
H -4.62 -0.33 0.35
O 1.71 -3.21 -2.28
S 1.57 -2.96 -0.87
O 1.40 -4.07 0.04
N 0.44 -1.79 -0.62
C 0.95 -0.67 -0.17
O 0.20 0.28 0.29
C 2.41 -0.62 -0.11
C 3.26 0.39 0.38
C 4.59 0.06 0.61
C 5.06 -1.25 0.41
C 4.20 -2.26 -0.06
C 2.89 -1.90 -0.33
H 2.87 1.39 0.58
H 5.30 0.82 0.95
H 6.10 -1.50 0.63
H 4.53 -3.29 -0.20


13
Properties=species:S:1:pos:R:3 method="wB97M-V/def2-TZVPD" e_tot_ev=-31111.0441 e_above_lowest_kj_mol=224.17 homo_lumo_gap_ev=9.222
C 2.38 0.41 -0.28
C 3.77 0.08 -0.61
N -3.62 0.11 0.57
O 1.72 -2.04 -0.52
O -2.84 -0.96 1.12
S 1.20 -0.73 -0.17
Cl 4.84 0.44 0.81
H 2.11 1.42 -0.05
H -3.14 0.96 0.88
H 4.17 0.67 -1.43
H 3.87 -0.99 -0.82
H -4.52 0.08 1.05
H -2.68 -1.57 0.39


184
Properties=species:S:1:pos:R:3 method="wB97M-V/def2-TZVPD" e_tot_ev=-109285.0656 e_above_lowest_kj_mol=0.00 homo_lumo_gap_ev=8.386
C 1.89 2.27 -2.50
O 1.09 1.76 -1.78
N 2.18 3.52 -2.55
N 2.77 1.58 -3.17
H 3.00 3.60 -3.13
H 1.90 4.05 -1.73
H 3.36 1.96 -3.89
H 2.85 0.59 -2.99
C -5.11 0.50 -2.83
O -3.98 0.08 -2.68
N -5.31 1.56 -3.58
N -6.18 0.17 -2.14
H -4.52 1.94 -4.07
H -6.27 1.82 -3.78
H -5.99 -0.57 -1.47
H -7.08 0.50 -2.47
C -1.06 4.80 -0.63
O -0.22 5.30 -1.28
N -2.01 5.48 -0.11
N -1.32 3.55 -0.65
H -2.67 5.15 0.58
H -1.94 6.47 -0.33
H -2.09 3.15 -0.14
H -0.72 2.93 -1.17
C -1.91 0.72 6.19
O -2.28 1.82 6.54
N -1.54 -0.30 7.01
N -1.90 0.47 4.92
H -1.55 -1.20 6.55
H -1.60 -0.13 8.01
H -1.52 -0.42 4.63
H -2.15 1.19 4.25
C -0.86 -2.87 3.59
O -1.10 -1.95 4.34
N -0.40 -4.01 4.01
N -1.15 -2.91 2.28
H -0.18 -4.62 3.24
H -0.36 -4.13 5.01
H -1.40 -2.05 1.81
H -1.04 -3.78 1.79
C -0.99 -0.31 0.25
O -1.83 -1.17 0.53
N -0.68 -0.06 -0.94
N -0.26 0.31 1.15
H 0.16 0.44 -1.21
H -1.47 -0.20 -1.56
H 0.19 1.18 0.87
H -0.48 0.11 2.11
C -5.11 -1.80 0.62
O -6.27 -2.05 0.75
N -4.55 -0.63 0.78
N -4.25 -2.73 0.52
H -5.11 0.21 0.82
H -3.56 -0.58 0.57
H -4.63 -3.65 0.35
H -3.31 -2.45 0.28
C 2.72 -1.91 -3.63
O 3.34 -1.08 -4.29
N 2.06 -1.53 -2.60
N 2.68 -3.21 -3.68
H 1.70 -2.24 -1.98
H 2.11 -0.56 -2.33
H 3.07 -3.51 -4.56
H 2.04 -3.64 -3.04
C 3.65 -3.33 3.94
O 3.69 -1.90 3.75
C 2.45 -1.27 3.58
C 1.62 -0.96 4.87
N 2.48 -0.24 5.85
C 1.66 0.07 7.02
C 2.55 0.29 8.25
O 3.56 -0.73 8.29
C 3.03 -2.14 8.55
H 4.51 -3.51 4.59
H 4.00 -3.86 3.05
H 2.67 -3.63 4.31
H 1.93 -1.90 2.86
H 2.66 -0.30 3.12
H 1.28 -1.94 5.19
H 0.72 -0.39 4.66
H 3.26 -0.84 6.10
H 0.94 -0.69 7.31
H 1.14 1.03 6.96
H 1.94 0.30 9.16
H 3.18 1.17 8.16
H 2.22 -2.24 9.28
H 3.93 -2.59 8.95
H 2.75 -2.49 7.56
C -3.50 -4.16 -5.31
O -2.67 -4.07 -4.18
C -3.19 -3.12 -3.27
C -2.10 -2.66 -2.30
N -2.03 -3.54 -1.16
C -1.47 -4.81 -1.47
C -0.02 -4.73 -2.13
O 0.86 -3.85 -1.38
C 1.45 -4.36 -0.22
H -3.92 -3.20 -5.60
H -4.37 -4.71 -4.97
H -3.07 -4.66 -6.18
H -4.11 -3.40 -2.75
H -3.58 -2.25 -3.80
H -2.59 -1.78 -1.90
H -1.14 -2.35 -2.71
H -1.50 -3.13 -0.40
H -2.17 -5.30 -2.15
H -1.36 -5.37 -0.54
H -0.17 -4.41 -3.16
H 0.55 -5.62 -2.40
H 1.19 -5.37 0.09
H 1.24 -3.76 0.67
H 2.53 -4.46 -0.33
C 5.89 -3.52 -2.31
O 6.90 -3.47 -1.24
C 7.79 -2.38 -1.16
C 7.01 -1.05 -0.81
N 6.60 -1.11 0.56
C 5.28 -1.74 0.66
C 4.21 -0.68 0.27
O 4.57 0.54 0.82
C 3.61 1.61 0.79
H 6.41 -3.39 -3.25
H 5.03 -2.84 -2.29
H 5.44 -4.52 -2.35
H 8.41 -2.24 -2.05
H 8.53 -2.63 -0.40
H 6.25 -0.67 -1.50
H 7.75 -0.25 -0.86
H 6.45 -0.20 0.97
H 5.03 -2.04 1.67
H 5.16 -2.70 0.16
H 3.27 -1.01 0.72
H 3.98 -0.59 -0.79
H 2.67 1.26 1.23
H 3.50 1.91 -0.25
H 4.01 2.45 1.37
C 1.33 4.49 1.65
O 1.24 3.07 1.74
C 1.09 2.72 3.13
C -0.24 3.30 3.65
N -1.36 2.89 2.84
C -2.60 3.46 3.43
C -3.81 3.02 2.63
O -3.61 3.27 1.22
C -4.89 3.28 0.48
H 1.70 4.88 0.70
H 2.09 4.93 2.31
H 0.36 4.96 1.74
H 1.98 2.86 3.75
H 0.99 1.63 3.10
H -0.26 4.39 3.72
H -0.37 2.81 4.62
H -1.24 3.37 1.96
H -2.58 4.55 3.47
H -2.73 3.02 4.42
H -4.72 3.47 3.03
H -3.93 1.96 2.86
H -5.41 4.24 0.38
H -5.67 2.60 0.82
H -4.62 3.02 -0.54
C -2.59 5.67 -8.42
O -2.48 4.77 -7.28
C -2.77 5.26 -6.02
C -2.10 4.35 -4.95
N -2.36 2.95 -5.18
C -1.41 2.18 -4.41
C -1.46 0.65 -4.69
O -0.94 0.22 -5.96
C -0.41 -1.10 -5.93
H -2.06 5.18 -9.24
H -2.09 6.63 -8.23
H -3.61 5.90 -8.73
H -3.85 5.37 -5.92
H -2.39 6.27 -5.86
H -2.31 4.62 -3.91
H -1.03 4.49 -5.01
H -2.16 2.83 -6.17
H -1.59 2.45 -3.37
H -0.42 2.49 -4.73
H -2.52 0.38 -4.75
H -1.02 0.11 -3.85
H -0.08 -1.46 -6.91
H -1.15 -1.79 -5.53
H 0.48 -1.11 -5.31


17
Properties=species:S:1:pos:R:3 method="wB97M-V/def2-TZVPD" e_tot_ev=-10810.5954 e_above_lowest_kj_mol=180.08 homo_lumo_gap_ev=9.754
C 2.29 0.05 -0.26
C -1.91 -0.45 -0.83
N 0.85 -0.03 -0.25
N -1.10 -1.31 -0.01
C 0.20 -1.09 0.37
C 0.11 1.38 1.74
N -0.45 2.35 1.38
O 0.77 -1.88 1.11
H 0.37 0.44 -1.00
H -1.57 -2.00 0.55
H -1.13 3.03 1.11
H 2.65 -0.56 0.57
H 2.70 -0.34 -1.19
H 2.61 1.08 -0.12
H -1.96 0.58 -0.44
H -1.52 -0.41 -1.86
H -2.92 -0.84 -0.87